1.
{
  "formula": "C26H46Cl12IN3O",
  "method": "wB97M-V/def2-TZVPD",
  "e_lumo_ev": 0.2,
  "smiles": "CCN(CC[C@@](C#N)(CCCI)[C@@H](C)C#N)C(C)=O.ClCCCl.ClCCCl.ClCCCl.ClCCCl.ClCCCl.ClCCCl",
  "homo_energy_ev": -8.943,
  "total_charge": 0,
  "homo_lumo_gap_ev": 9.1,
  "symbols": ["C", "C", "N", "C", "C", "C", "C", "N", "C", "C", "C", "I", "C", "C", "C", "N", "C", "C", "O", "H", "H", "H", "H", "H", "H", "H", "H", "H", "H", "H", "H", "H", "H", "H", "H", "H", "H", "H", "H", "H", "H", "Cl", "C", "C", "Cl", "H", "H", "H", "H", "Cl", "C", "C", "Cl", "H", "H", "H", "H", "Cl", "C", "C", "Cl", "H", "H", "H", "H", "Cl", "C", "C", "Cl", "H", "H", "H", "H", "Cl", "C", "C", "Cl", "H", "H", "H", "H", "Cl", "C", "C", "Cl", "H", "H", "H", "H"],
  "positions_angstrom": [[1.32149, 3.87849, 1.40088], [2.41998, 2.80265, 1.08068], [1.74434, 1.56911, 0.67242], [1.03509, 1.61396, -0.61234], [1.75565, 2.25866, -1.83049], [2.76087, 1.36084, -2.62152], [4.10073, 1.21914, -1.90097], [5.13759, 1.11128, -1.49104], [2.17959, -0.00508, -3.10907], [3.22767, -1.18814, -3.11057], [3.30060, -1.92478, -1.75106], [4.98917, -3.31145, -1.87496], [3.10585, 2.18507, -3.93787], [3.88349, 3.52565, -3.64238], [3.97306, 1.39874, -4.90222], [4.64469, 0.84579, -5.60889], [2.45266, 0.38544, 0.93390], [3.94652, 0.35100, 1.38367], [1.90707, -0.68293, 0.87401], [1.76718, 4.79262, 1.84517], [0.66491, 4.09473, 0.53373], [0.69736, 3.42562, 2.20156], [2.95351, 2.65658, 2.04264], [3.18000, 3.19203, 0.36880], [0.11853, 2.22654, -0.44737], [0.65140, 0.59524, -0.81106], [0.94899, 2.50605, -2.56122], [2.21674, 3.23885, -1.59585], [1.32064, -0.37603, -2.51859], [1.81387, 0.07765, -4.15530], [2.81740, -1.91909, -3.84587], [4.21207, -0.89183, -3.51274], [2.40025, -2.50316, -1.50061], [3.59106, -1.20548, -0.97296], [2.12216, 2.38033, -4.43741], [3.98769, 3.76471, -2.57145], [3.45755, 4.38558, -4.22460], [4.91589, 3.41217, -4.03543], [3.95229, 0.20353, 2.48307], [4.44924, -0.52948, 0.94150], [4.49877, 1.27094, 1.13113], [0.70498, -4.70762, -2.17033], [-0.24179, -4.75564, -0.66056], [0.63923, -4.75663, 0.56573], [1.54582, -6.28228, 0.73731], [-0.88317, -5.63507, -0.69166], [-0.87785, -3.87060, -0.65784], [0.02551, -4.64960, 1.46008], [1.35656, -3.93697, 0.54524], [-1.99568, 3.05186, 3.39706], [-2.90991, 4.48671, 2.86037], [-3.25421, 4.42870, 1.39035], [-1.81155, 4.59463, 0.35209], [-2.31905, 5.37055, 3.09565], [-3.82357, 4.51928, 3.45372], [-3.92384, 5.25032, 1.13498], [-3.74875, 3.49375, 1.13294], [-0.49865, 2.67850, -6.33760], [0.06731, 3.77633, -7.62093], [1.32019, 4.50722, -7.21509], [1.01426, 5.68447, -5.91577], [-0.74196, 4.46419, -7.85991], [0.26410, 3.16481, -8.50137], [1.71772, 5.06496, -8.06278], [2.09055, 3.81754, -6.87197], [-5.04339, 1.84642, 1.99290], [-5.01400, 0.79226, 3.43174], [-6.29523, 0.01070, 3.59245], [-7.67152, 1.05746, 4.02244], [-4.81372, 1.41541, 4.30141], [-4.17581, 0.10784, 3.30388], [-6.18385, -0.71454, 4.39799], [-6.55199, -0.52747, 2.68134], [-2.11340, -8.07500, 3.27706], [-2.27902, -9.20357, 1.90798], [-2.01189, -8.53302, 0.58225], [-3.28461, -7.35880, 0.15380], [-3.27869, -9.63340, 1.94395], [-1.55701, -10.00419, 2.06750], [-1.98915, -9.27907, -0.21192], [-1.05612, -8.00970, 0.58415], [-3.66746, -0.62217, 6.01610], [-3.64394, -1.67692, 7.45235], [-4.92759, -2.45720, 7.60461], [-6.30483, -1.40908, 8.02607], [-3.44745, -1.05480, 8.32374], [-2.80676, -2.36363, 7.32838], [-4.82342, -3.18459, 8.40945], [-5.17928, -2.99369, 6.69117]]
}


2.
{
  "formula": "C26H46Cl2I2N5O2PS3Tc",
  "method": "wB97M-V/def2-TZVPD",
  "e_lumo_ev": [-6.4, -6.1],
  "homo_energy_ev": [-12.548, -12.543],
  "total_charge": 2,
  "spin_multiplicity": 2,
  "homo_lumo_gap_ev": [6.1, 6.5],
  "symbols": ["Tc", "O", "C", "C", "C", "C", "C", "C", "C", "O", "N", "N", "C", "S", "C", "C", "S", "H", "H", "H", "H", "H", "H", "H", "H", "H", "I", "C", "I", "H", "H", "C", "N", "C", "N", "S", "H", "H", "H", "H", "H", "H", "Cl", "C", "Cl", "H", "H", "C", "C", "C", "C", "P", "N", "C", "C", "C", "C", "C", "C", "C", "C", "H", "H", "H", "H", "H", "H", "H", "H", "H", "H", "H", "H", "H", "H", "H", "H", "H", "H", "H", "H", "H", "H", "H", "H", "H", "H", "H"],
  "positions_angstrom": [[0.77887, 0.59763, 0.84706], [0.51398, 3.83806, 3.94796], [0.38884, 4.91533, 3.12524], [0.33416, 6.20575, 3.64739], [0.14512, 7.29328, 2.81795], [-0.02493, 7.11158, 1.45058], [0.03939, 5.83967, 0.92687], [0.27841, 4.72247, 1.74313], [0.43144, 3.39761, 1.10609], [0.92786, 2.33308, 1.75158], [0.12199, 3.28428, -0.13219], [0.38734, 1.99478, -0.63016], [0.35390, 1.97699, -1.92932], [0.95053, 0.66172, -2.86914], [0.92545, 1.56857, -4.44749], [-0.21401, 2.55837, -4.38546], [-0.15013, 3.40134, -2.77811], [0.56905, 4.13898, 4.85791], [0.43337, 6.34688, 4.72061], [0.12201, 8.29150, 3.23987], [-0.20154, 7.96196, 0.80585], [-0.08920, 5.67391, -0.13452], [0.79861, 0.83583, -5.24377], [1.88698, 2.06519, -4.55806], [-1.18193, 2.06796, -4.48084], [-0.12197, 3.31917, -5.16086], [3.78956, 2.13256, 4.12998], [2.95684, 0.23780, 4.50876], [1.09313, -0.31211, 3.56853], [2.73447, 0.17903, 5.56599], [3.66916, -0.51846, 4.21845], [4.12454, -0.99450, -2.95189], [3.61407, -0.67476, -1.61906], [3.77371, 0.48649, -1.02228], [4.42687, 1.45557, -1.64818], [3.24313, 0.78045, 0.61331], [3.83800, -2.01217, -3.20100], [5.21298, -0.93133, -2.97770], [3.69905, -0.31980, -3.69853], [3.14075, -1.38276, -1.09234], [4.92679, 1.29835, -2.51032], [4.60980, 2.30804, -1.14388], [-3.83612, 3.57553, 0.80893], [-3.69673, 2.26636, 1.96995], [-2.00214, 1.71924, 2.12444], [-4.29596, 1.43496, 1.63119], [-4.01180, 2.61596, 2.93916], [-2.12988, -0.75791, -2.05571], [-1.53933, -2.17172, -1.82919], [-2.58204, -3.24199, -2.16917], [-0.32139, -2.34448, -2.75935], [-0.90397, -2.27175, -0.07123], [-0.07727, -0.86033, 0.21599], [0.33984, -3.68959, 0.12502], [1.70007, -3.25371, -0.45583], [-0.13847, -4.98694, -0.53949], [0.57907, -3.93665, 1.62187], [-2.32892, -2.43727, 1.13440], [-3.43134, -1.44944, 0.70668], [-1.89290, -2.02824, 2.54240], [-2.88430, -3.86841, 1.14743], [-2.10048, -0.53731, -3.12563], [-1.56344, 0.01246, -1.53582], [-3.16832, -0.69088, -1.74222], [-2.81801, -3.15059, -3.23373], [-3.51349, -3.11348, -1.62025], [-2.21009, -4.25610, -2.00324], [-0.60180, -2.01826, -3.76525], [-0.01031, -3.38734, -2.83520], [0.51669, -1.73465, -2.43549], [1.70252, -3.21292, -1.54494], [2.45253, -3.98282, -0.14194], [1.97005, -2.28061, -0.04697], [-0.21383, -4.90388, -1.62286], [-1.09975, -5.32207, -0.14600], [0.59392, -5.77064, -0.32397], [0.87219, -3.02406, 2.13563], [1.40158, -4.65077, 1.71916], [-0.28516, -4.37398, 2.12155], [-3.02710, -0.44831, 0.54016], [-4.16522, -1.39325, 1.51621], [-3.96188, -1.77743, -0.18671], [-1.50944, -1.01418, 2.54252], [-1.15134, -2.69310, 2.97982], [-2.77314, -2.04663, 3.19120], [-3.12726, -4.23369, 0.14817], [-3.80950, -3.86794, 1.73064], [-2.20279, -4.57549, 1.61970]]
}